Record 1
Molecular formula: C18H34NO
Method: DFT, ωB97M-V/def2-TZVPD

Values from the calculation:
- calculated total energy (eV) = -22748.85221
- Kohn-Sham gap (eV) = 8.43
- E_HOMO (eV) = -12.5

Structure (ORCA input):
```
! wB97M-V def2-TZVPD RIJCOSX def2/J DEFGRID3
* xyz 1 1
C 3.961 -1.175 0.358
C 2.460 -1.153 0.039
C 1.593 -1.044 1.313
C 1.073 0.375 1.579
C -0.390 0.470 2.048
C -1.106 1.770 1.588
C -2.517 1.556 1.015
C -2.678 1.844 -0.483
C -1.564 1.371 -1.428
C -1.717 -0.067 -1.957
C -0.770 -1.060 -1.251
C -1.420 -2.261 -0.653
C -2.637 -2.238 0.038
C -3.144 -3.401 0.592
C -2.444 -4.603 0.444
C -1.247 -4.598 -0.247
N -0.777 -3.442 -0.760
H 4.147 -0.531 1.212
H 4.557 -0.835 -0.481
H 4.286 -2.183 0.603
H 2.179 -2.039 -0.531
H 2.274 -0.302 -0.615
H 2.151 -1.433 2.159
H 0.741 -1.715 1.176
H 1.167 1.002 0.695
H 1.706 0.838 2.333
H -0.959 -0.384 1.679
H -0.412 0.454 3.132
H -1.208 2.385 2.479
H -0.490 2.346 0.902
H -3.192 2.239 1.526
H -2.868 0.561 1.288
H -2.823 2.908 -0.642
H -3.601 1.369 -0.819
H -1.591 2.030 -2.293
H -0.575 1.508 -0.999
H -1.478 -0.070 -3.016
H -2.754 -0.382 -1.880
H -0.291 -0.533 -0.426
H 0.035 -1.374 -1.909
H -3.163 -1.303 0.132
H -4.073 -3.385 1.137
H -2.808 -5.529 0.855
H -0.664 -5.489 -0.403
H 0.111 -3.453 -1.245
C 3.247 3.211 -0.376
C 2.285 3.342 -1.541
O 1.002 3.811 -1.123
H 2.834 2.542 0.381
H 4.210 2.814 -0.699
H 3.422 4.175 0.107
H 2.111 2.370 -2.002
H 2.691 4.010 -2.306
H 1.119 4.679 -0.726
*
```

***

Record 2
Molecular formula: C22H21N2O
Method: DFT, ωB97M-V/def2-TZVPD

Values from the calculation:
- relative energy (zero: lowest compared OMol25 entry of this formula, charge and spin) (kcal per mole) = 13.6
- calculated total energy (eV) = -28175.37375
- Kohn-Sham gap (eV) = 7.06
- E_HOMO (eV) = -11.4

Structure (ORCA input):
```
! wB97M-V def2-TZVPD RIJCOSX def2/J DEFGRID3
* xyz 1 1
C 4.802 -1.474 2.373
O 4.384 -0.096 2.448
C 3.050 0.159 2.465
C 2.678 1.509 2.685
C 1.351 1.841 2.784
C 0.331 0.833 2.643
C -0.974 1.137 3.116
C -2.160 0.376 2.804
C -3.368 1.063 2.484
C -4.569 0.372 2.337
C -4.598 -1.030 2.486
C -3.409 -1.711 2.796
C -2.215 -1.023 2.966
C 0.727 -0.450 2.151
C 2.063 -0.807 2.137
H 5.885 -1.412 2.469
H 4.366 -2.057 3.196
H 4.524 -1.923 1.409
H 3.489 2.239 2.735
H 1.060 2.853 3.084
H -1.109 2.158 3.463
H -3.341 2.150 2.393
H -5.484 0.909 2.068
H -5.513 -1.597 2.292
H -3.391 -2.793 2.894
H -1.336 -1.548 3.337
H -0.017 -1.213 1.910
H 2.368 -1.806 1.798
C 0.837 0.084 8.356
N -0.086 0.522 7.315
C 0.119 0.607 5.959
N -0.949 1.107 5.334
C -1.916 1.297 6.299
C -1.394 0.959 7.564
C -2.120 1.114 8.739
C -3.431 1.609 8.632
C -3.973 1.919 7.372
C -3.222 1.768 6.187
H 0.315 0.187 9.310
H 1.139 -0.965 8.235
H 1.750 0.694 8.387
H 1.055 0.301 5.487
H -1.661 0.867 9.686
H -4.058 1.769 9.506
H -4.995 2.293 7.300
H -3.558 1.975 5.172
*
```

***

Record 3
Molecular formula: C38H64N12
Method: DFT, ωB97M-V/def2-TZVPD

Values from the calculation:
- calculated total energy (eV) = -58321.10108
- SMILES = CCCC#N.CCCC#N.CCCC#N.CCCC#N.CCCC#N.CCCC#N.CCCC#N.CC#N.CC#N.CC#N.CC#N.CC#N
- Kohn-Sham gap (eV) = 11.45
- E_HOMO (eV) = -11.0

Structure (ORCA input):
```
! wB97M-V def2-TZVPD RIJCOSX def2/J DEFGRID3
* xyz 0 1
C -12.528 -6.885 -19.855
C -12.640 -5.643 -20.726
C -13.996 -5.580 -21.450
C -15.050 -4.950 -20.659
N -15.728 -4.261 -19.986
H -11.541 -6.962 -19.338
H -12.466 -7.701 -20.598
H -13.435 -7.019 -19.239
H -11.882 -5.636 -21.498
H -12.490 -4.736 -20.113
H -14.363 -6.555 -21.773
H -13.864 -4.944 -22.285
C -16.030 0.759 -14.277
C -16.875 1.173 -13.042
C -17.747 0.042 -12.511
C -18.709 -0.497 -13.515
N -19.402 -0.886 -14.341
H -15.636 -0.229 -14.089
H -15.194 1.401 -14.524
H -16.697 0.662 -15.182
H -17.504 2.048 -13.154
H -16.207 1.309 -12.231
H -18.298 0.551 -11.763
H -17.215 -0.778 -11.998
C -18.081 -7.038 -19.356
C -16.807 -7.780 -19.063
C -16.229 -7.364 -17.697
C -17.269 -7.374 -16.644
N -17.934 -7.422 -15.716
H -18.796 -7.333 -18.648
H -18.469 -7.298 -20.328
H -17.935 -5.953 -19.321
H -16.030 -7.575 -19.764
H -16.941 -8.883 -19.150
H -15.851 -6.326 -17.755
H -15.358 -7.870 -17.291
C -11.464 -2.036 -13.647
C -10.058 -1.562 -13.915
C -9.034 -2.639 -13.599
C -9.500 -3.958 -14.080
N -9.713 -4.917 -14.676
H -12.232 -1.247 -13.682
H -11.660 -2.511 -12.598
H -11.755 -2.824 -14.403
H -9.745 -0.640 -13.425
H -9.907 -1.426 -15.022
H -8.782 -2.807 -12.542
H -8.079 -2.471 -14.121
C -13.802 -2.444 -8.526
C -13.317 -3.423 -9.634
C -14.252 -3.569 -10.844
C -14.595 -2.251 -11.321
N -14.942 -1.210 -11.668
H -13.150 -2.695 -7.655
H -14.811 -2.610 -8.322
H -13.698 -1.382 -8.901
H -13.114 -4.369 -9.203
H -12.419 -3.076 -10.066
H -15.119 -4.137 -10.543
H -13.749 -4.146 -11.630
C -13.290 -7.556 -13.583
C -12.017 -7.422 -14.478
C -12.317 -7.317 -16.071
C -12.708 -8.612 -16.640
N -13.010 -9.606 -17.102
H -12.982 -7.482 -12.535
H -13.990 -8.377 -13.734
H -14.060 -6.791 -13.703
H -11.400 -8.325 -14.317
H -11.496 -6.572 -14.129
H -11.373 -7.057 -16.574
H -13.067 -6.552 -16.306
C -14.369 -3.482 -15.634
C -15.555 -3.852 -16.415
C -16.459 -2.673 -16.731
C -15.852 -1.692 -17.643
N -15.446 -0.966 -18.445
H -13.622 -4.288 -15.596
H -14.622 -3.168 -14.614
H -13.823 -2.604 -16.076
H -16.096 -4.575 -15.762
H -15.317 -4.305 -17.332
H -16.931 -2.149 -15.893
H -17.320 -3.072 -17.234
C -17.240 -1.119 -21.018
C -18.015 -0.556 -22.131
N -18.535 -0.151 -23.067
H -16.651 -1.981 -21.158
H -17.865 -1.311 -20.154
H -16.527 -0.289 -20.769
C -22.643 -3.637 -18.761
C -21.209 -3.511 -18.894
N -20.056 -3.369 -18.982
H -23.020 -2.837 -18.137
H -22.911 -4.663 -18.391
H -23.013 -3.367 -19.759
C -19.063 -5.410 -13.230
C -17.615 -5.582 -12.970
N -16.478 -5.682 -12.884
H -19.267 -5.925 -14.139
H -19.243 -4.354 -13.305
H -19.622 -5.743 -12.364
C -7.574 -4.011 -17.203
C -7.808 -2.587 -17.097
N -8.178 -1.494 -16.957
H -7.357 -4.183 -18.245
H -8.490 -4.555 -16.779
H -6.713 -4.265 -16.611
C -12.129 -1.554 -19.101
C -11.774 -2.672 -18.258
N -11.415 -3.646 -17.772
H -13.109 -1.016 -18.742
H -12.311 -1.982 -20.057
H -11.293 -0.797 -19.119
*
```

***

Record 4
Molecular formula: C4H17N2O2
Method: DFT, ωB97M-V/def2-TZVPD

Values from the calculation:
- relative energy (zero: lowest compared OMol25 entry of this formula, charge and spin) (kcal per mole) = 29.2
- calculated total energy (eV) = -11492.62517
- Kohn-Sham gap (eV) = 10.84
- E_HOMO (eV) = -13.6

Structure (ORCA input):
```
! wB97M-V def2-TZVPD RIJCOSX def2/J DEFGRID3
* xyz 1 1
C 1.523 -0.477 -1.509
C 1.911 -0.999 -0.124
C 0.693 -1.492 0.738
C -1.746 -1.233 1.114
N -0.414 -0.550 0.898
N 0.316 0.391 -1.425
H 1.173 -1.371 -2.009
H 2.396 0.032 -1.920
H 2.779 -1.640 0.014
H 2.177 -0.080 0.411
H 1.197 -1.886 1.618
H 0.353 -2.430 0.281
H -1.852 -1.943 0.299
H -2.526 -0.481 1.014
H -1.759 -1.675 2.109
H -0.253 0.092 1.670
H -0.274 0.083 -0.480
H 0.556 1.389 -1.375
H -0.264 0.289 -2.257
H 1.318 2.770 2.578
H 0.238 2.333 3.608
O 0.818 2.016 2.914
H -3.109 2.154 -2.758
H -2.884 0.665 -2.397
O -2.438 1.463 -2.669
*
```

***

Record 5
Molecular formula: C61H60ClF5IN11
Method: DFT, ωB97M-V/def2-TZVPD

Values from the calculation:
- calculated total energy (eV) = -114831.25475
- SMILES = C[C@@H](I)Cc1cc(CCCCl)c2ncc(C(F)(F)C(F)(F)F)nc2c1.c1ccncc1.c1ccncc1.c1ccncc1.c1ccncc1.c1ccncc1.c1ccncc1.c1ccncc1.c1ccncc1.c1ccncc1
- Kohn-Sham gap (eV) = 8.18
- E_HOMO (eV) = -9.3

Structure (ORCA input):
```
! wB97M-V def2-TZVPD RIJCOSX def2/J DEFGRID3
* xyz 0 1
C 6.683 3.395 1.781
C 6.050 2.137 1.205
I 6.767 1.794 -0.786
C 6.342 0.943 2.110
C 5.345 -0.179 2.068
C 5.778 -1.468 2.484
C 4.929 -2.547 2.522
C 5.457 -3.894 2.971
C 6.655 -4.347 2.115
C 6.430 -4.083 0.620
Cl 7.230 -5.342 -0.377
C 3.567 -2.385 2.132
N 2.723 -3.449 2.198
C 1.505 -3.196 1.802
C 1.077 -1.929 1.367
C -0.357 -1.718 0.894
F -0.480 -1.943 -0.426
F -0.674 -0.421 1.102
C -1.429 -2.511 1.677
F -1.256 -2.355 2.978
F -2.636 -1.999 1.378
F -1.463 -3.800 1.352
N 1.851 -0.880 1.313
C 3.139 -1.113 1.699
C 4.045 -0.032 1.670
H 6.134 3.669 2.684
H 6.649 4.231 1.089
H 7.713 3.205 2.073
H 4.989 2.335 1.125
H 7.328 0.562 1.846
H 6.436 1.337 3.124
H 6.814 -1.569 2.776
H 4.679 -4.638 2.845
H 5.785 -3.842 4.006
H 6.873 -5.401 2.251
H 7.539 -3.779 2.398
H 6.871 -3.146 0.310
H 5.370 -4.100 0.389
H 0.798 -4.014 1.811
H 3.668 0.921 1.341
C -3.651 -2.776 -3.193
C -3.348 -2.615 -1.850
C -4.262 -1.955 -1.041
N -5.420 -1.465 -1.489
C -5.694 -1.629 -2.781
C -4.849 -2.273 -3.673
H -2.963 -3.286 -3.856
H -2.424 -2.992 -1.440
H -4.070 -1.803 0.009
H -6.641 -1.219 -3.115
H -5.124 -2.378 -4.713
C -1.328 1.237 -2.357
C -0.562 2.387 -2.457
C -1.217 3.607 -2.533
N -2.544 3.734 -2.522
C -3.263 2.616 -2.427
C -2.708 1.348 -2.340
H -0.854 0.265 -2.294
H 0.518 2.340 -2.476
H -0.658 4.533 -2.611
H -4.339 2.753 -2.423
H -3.339 0.472 -2.264
C -1.002 -7.845 2.006
C -1.466 -6.656 2.546
C -1.698 -6.602 3.911
N -1.505 -7.629 4.738
C -1.060 -8.763 4.201
C -0.793 -8.923 2.849
H -0.806 -7.929 0.944
H -1.645 -5.793 1.927
H -2.057 -5.688 4.373
H -0.912 -9.583 4.895
H -0.431 -9.869 2.471
C 12.364 -0.241 -2.531
C 12.663 -0.012 -1.198
C 11.766 0.724 -0.440
N 10.631 1.228 -0.921
C 10.360 1.001 -2.204
C 11.188 0.275 -3.048
H 13.038 -0.812 -3.157
H 13.572 -0.396 -0.754
H 11.960 0.924 0.608
H 9.430 1.424 -2.569
H 10.915 0.120 -4.083
C 0.042 3.738 2.799
C 0.298 2.386 2.643
C 1.606 1.944 2.771
N 2.636 2.754 3.033
C 2.370 4.052 3.179
C 1.098 4.592 3.075
H -0.967 4.121 2.707
H -0.496 1.687 2.424
H 1.856 0.899 2.658
H 3.225 4.685 3.390
H 0.941 5.654 3.205
C -6.119 3.279 -4.940
C -5.350 4.426 -5.039
C -6.001 5.647 -5.123
N -7.327 5.779 -5.118
C -8.050 4.664 -5.024
C -7.499 3.394 -4.932
H -5.647 2.306 -4.872
H -4.269 4.375 -5.048
H -5.438 6.571 -5.197
H -9.126 4.803 -5.025
H -8.136 2.524 -4.855
C -2.515 -5.676 7.253
C -2.248 -5.472 8.597
C -3.204 -4.830 9.371
N -4.368 -4.393 8.896
C -4.610 -4.597 7.603
C -3.725 -5.230 6.743
H -1.799 -6.177 6.617
H -1.318 -5.803 9.039
H -3.034 -4.653 10.428
H -5.566 -4.231 7.243
H -3.981 -5.370 5.702
C -1.525 1.805 -5.762
C -0.529 0.842 -5.763
C -0.194 0.244 -6.969
N -0.777 0.542 -8.129
C -1.732 1.469 -8.109
C -2.141 2.129 -6.960
H -1.816 2.295 -4.844
H -0.023 0.560 -4.850
H 0.582 -0.513 -7.016
H -2.189 1.690 -9.068
H -2.922 2.876 -7.004
C -9.528 8.057 -0.651
C -8.730 7.334 -1.522
C -8.318 7.941 -2.700
N -8.651 9.186 -3.042
C -9.420 9.865 -2.194
C -9.883 9.352 -0.991
H -9.869 7.618 0.278
H -8.430 6.319 -1.297
H -7.692 7.411 -3.409
H -9.677 10.874 -2.499
H -10.504 9.952 -0.340
*
```

***

Record 6
Molecular formula: C12H26ClO6PS
Method: DFT, ωB97M-V/def2-TZVPD

Values from the calculation:
- calculated total energy (eV) = -57789.57994
- SMILES = C=C[C@@H]1C[C@@H](P(O)Cl)CS(=O)(=O)O1.CC(C)O.CC(C)O
- Kohn-Sham gap (eV) = 7.57
- E_HOMO (eV) = -8.4

Structure (ORCA input):
```
! wB97M-V def2-TZVPD RIJCOSX def2/J DEFGRID3
* xyz 0 1
C -3.883 -1.114 1.461
C -5.214 -0.521 1.154
C -5.456 0.760 0.106
C -4.049 1.306 -0.542
C -3.048 2.065 0.511
P -1.308 2.374 -0.221
O -0.639 3.915 0.300
Cl -0.041 0.929 0.769
C -3.836 3.476 0.945
S -5.489 2.876 1.691
O -5.239 2.351 3.127
O -6.357 4.178 1.822
O -6.329 1.806 0.666
H -3.232 -1.720 0.677
H -3.392 -0.995 2.536
H -6.163 -1.034 1.661
H -6.066 0.279 -0.801
H -3.466 0.367 -0.991
H -4.290 2.023 -1.456
H -2.884 1.490 1.533
H 0.179 4.022 -0.292
H -3.208 4.108 1.704
H -4.016 4.109 -0.046
C 4.417 -0.611 0.556
C 3.753 -0.266 1.879
C 4.763 -0.230 3.014
O 2.749 -1.234 2.170
H 4.883 -1.602 0.598
H 3.676 -0.645 -0.250
H 5.184 0.124 0.295
H 3.256 0.707 1.798
H 5.241 -1.208 3.144
H 4.269 0.008 3.962
H 5.541 0.517 2.827
H 3.181 -2.101 2.244
C 4.134 -1.993 -2.737
C 2.648 -2.233 -2.953
C 2.379 -3.652 -3.429
O 2.156 -1.309 -3.921
H 4.692 -2.127 -3.670
H 4.313 -0.964 -2.407
H 4.539 -2.678 -1.986
H 2.106 -2.049 -2.019
H 2.876 -3.845 -4.386
H 1.307 -3.807 -3.592
H 2.732 -4.386 -2.698
H 2.632 -1.466 -4.753
*
```